Density functional theory data (the ωB97M-V functional and the def2-TZVPD basis) for a cluster of 2 separate species, C6H8N in total in a non-equilibrium geometry.

## Properties
HOMO-LUMO gap (spin up / spin down) = 6.39 / 7.34 eV
relative energy (zero: lowest compared OMol25 entry of this formula, charge and spin) = 1181.3 kJ/mol
calculated total energy = -287.5063 hartree

Geometry as ORCA input:
```
! RIJCOSX wB97M-V def2-TZVPD def2/J DEFGRID3
* xyz 1 1
C 0.36 -0.30 0.13
C -0.73 -0.58 -0.31
C 1.69 -0.20 0.50
C -3.82 -0.47 -0.78
C 2.68 -1.21 0.15
C -4.16 -0.35 0.58
N 2.63 -0.01 -0.64
H 1.80 0.48 1.34
H 3.35 -1.45 1.09
H 2.41 -2.16 -0.41
H -5.14 -0.46 0.79
H -4.06 0.69 0.32
H -3.45 -0.53 1.35
H 2.12 -0.09 -1.52
H 3.39 0.63 -0.54
*
```

***

Density functional theory data (the ωB97M-V functional and the def2-TZVPD basis) for a structure of composition C4H5I3O3 in a non-equilibrium geometry.

## Properties
HOMO-LUMO gap = 8.62 eV
relative energy (zero: lowest compared OMol25 entry of this formula, charge and spin) = 6.3 kJ/mol
calculated total energy = -1274.1826 hartree

Geometry as ORCA input:
```
! RIJCOSX wB97M-V def2-TZVPD def2/J DEFGRID3
* xyz 0 1
C 0.39 -0.09 -0.58
C 1.57 0.45 -2.63
C -1.61 0.30 1.73
C -0.53 -0.71 1.59
O -0.73 -0.17 -1.07
O 1.56 0.25 -1.21
O 0.62 -0.41 0.72
I -0.78 2.17 2.41
I -1.39 -2.60 0.74
I 0.43 -1.23 3.49
H 2.69 0.65 -2.65
H 0.97 1.39 -2.72
H 1.13 -0.43 -3.08
H -2.26 -0.12 2.40
H -2.07 0.54 0.86
*
```

***

Density functional theory data (the ωB97M-V functional and the def2-TZVPD basis) for a structure of composition C6H12O.

## Properties
HOMO-LUMO gap = 9.82 eV
relative energy (zero: lowest compared OMol25 entry of this formula, charge and spin) = 440.7 kJ/mol
calculated total energy = -310.8914 hartree

Geometry as ORCA input:
```
! RIJCOSX wB97M-V def2-TZVPD def2/J DEFGRID3
* xyz 0 1
C -1.28 -2.45 0.57
C -1.39 -1.93 -0.73
O 0.33 -1.13 -0.56
C 0.94 0.11 -0.84
C 0.25 1.31 -0.25
C 1.09 2.49 0.15
C 0.45 1.63 1.20
H -1.01 -3.49 0.69
H -0.11 -1.66 0.48
H -1.93 -2.04 1.35
H -2.00 -1.05 -0.93
H -1.14 -2.53 -1.60
H 1.98 0.07 -0.48
H 1.00 0.21 -1.94
H -0.73 1.54 -0.67
H 2.17 2.40 0.02
H 0.71 3.49 -0.01
H 1.08 0.97 1.79
H -0.39 2.05 1.76
*
```

***

Density functional theory data (the ωB97M-V functional and the def2-TZVPD basis) for a structure of composition C2H11B2Be2Cl5 in a non-equilibrium geometry.

## Properties
⟨S²⟩ = 0.7544
HOMO-LUMO gap (spin up / spin down) = 3.76 / 3.59 eV
calculated total energy = -2461.1711 hartree

Geometry as ORCA input:
```
! RIJCOSX wB97M-V def2-TZVPD def2/J DEFGRID3
* xyz 3 2
Be 1.34 -2.11 -1.63
Be -0.90 -1.63 1.81
B -0.65 -3.21 -0.28
H -0.80 -2.24 -0.72
H -0.96 -3.92 -1.03
H 0.36 -3.39 0.07
H -1.38 -3.37 0.49
B 1.17 -0.68 0.62
H 0.99 -0.12 1.52
H 1.95 -0.21 0.03
H 1.39 -1.71 0.87
H 0.23 -0.62 0.10
C -2.99 1.24 -0.57
Cl -1.43 1.58 0.23
Cl -2.99 -0.16 -1.54
Cl -3.47 2.63 -1.49
H -3.74 1.05 0.20
C 2.39 3.36 0.41
Cl 0.99 3.88 -0.57
Cl 3.76 3.07 -0.63
H 2.56 4.11 1.17
H 2.19 2.43 0.94
*
```

***

Question: Among the records above, which one has the highest calculated total energy?
Answer: C6H8N